1.
Molecular formula: C47H39Br2F4N7OSTeY
Method: DFT, ωB97M-V/def2-TZVPD

The geometry in ORCA input format:
```
! wB97M-V def2-TZVPD RIJCOSX def2/J DEFGRID3
* xyz -1 1
Y -0.1963 -0.6184 0.0494
C 3.6828 -2.3108 -0.2643
C 2.7893 -3.3612 0.3997
N 1.3543 -3.2890 0.1045
C 0.6700 -4.3360 0.8724
C 1.0143 -5.8028 0.5015
C 1.1305 -3.4447 -1.3413
C -0.3548 -3.5658 -1.7010
N -1.1633 -2.5664 -1.0238
C -2.4885 -2.6987 -1.1458
C -3.3145 -1.8093 -0.3913
F -2.6593 -0.9070 0.4095
C -4.6822 -1.7142 -0.4730
F -5.2898 -0.7915 0.2966
C -5.4117 -2.5675 -1.2800
C -4.6542 -3.5045 -1.9923
F -5.3261 -4.3533 -2.7925
C -3.2702 -3.6042 -1.9296
F -2.7355 -4.6031 -2.6439
H 4.6997 -2.4705 0.0995
H 3.3593 -1.3021 0.0131
H 3.7302 -2.3965 -1.3710
H 2.9384 -3.2682 1.4717
H 3.1763 -4.3703 0.1323
H -0.4013 -4.1653 0.7685
H 0.9296 -4.1813 1.9231
H 0.8535 -5.9977 -0.5608
H 0.3550 -6.4847 1.0272
H 2.0612 -6.0330 0.7495
H 1.6825 -4.2971 -1.7387
H 1.5190 -2.5632 -1.8266
H -0.7221 -4.5676 -1.4417
H -0.3729 -3.4841 -2.8002
H -6.4933 -2.5006 -1.3637
Br -2.3850 -3.6384 3.3383
C -0.6772 -3.0674 3.8787
C -0.0203 -3.4881 5.0407
C 1.1932 -3.0099 5.3832
Br 1.8386 -3.5654 7.0406
C 1.9025 -2.1041 4.5447
C 3.1884 -1.5411 4.7772
C 3.7347 -0.6854 3.8638
C 3.0204 -0.3762 2.6893
N 1.8220 -0.8572 2.4295
C 1.2681 -1.7219 3.3374
C -0.0693 -2.1944 2.9860
O -0.6560 -1.8142 1.9196
H -0.5363 -4.2066 5.6531
H 3.7092 -1.8092 5.7052
H 4.7003 -0.2452 4.0066
H 3.4469 0.3086 1.9631
N -0.7708 0.7864 1.9436
C -0.9189 2.1961 1.9067
C -2.1538 2.7647 2.2945
C -2.3277 4.1192 2.4283
C -1.2573 4.9652 2.1568
C -0.1033 4.4265 1.6312
C 0.1297 3.0388 1.5389
C 1.4431 2.5144 1.0269
C 2.6334 3.2097 1.3863
C 3.8532 2.8391 0.8432
C 3.8589 1.8552 -0.1357
C 2.7033 1.1347 -0.4102
C 1.4504 1.3560 0.1925
H -1.5109 0.3370 2.4656
H 0.1495 0.5203 2.2746
H -2.9617 2.0928 2.5518
H -3.2941 4.5271 2.6919
H -1.3803 6.0269 2.2345
H 0.6981 5.1050 1.2837
H 2.6206 4.0052 2.1128
H 4.7608 3.3312 1.1592
H 4.7960 1.5729 -0.6210
H 2.7470 0.3855 -1.1931
N -3.9410 9.4740 -3.0372
C -3.7115 8.3636 -2.8609
C -3.4463 6.9696 -2.6096
C -3.5364 6.0675 -3.6720
C -3.3108 4.7325 -3.4756
C -2.9333 4.2932 -2.2154
C -2.8891 5.1688 -1.1341
C -3.1337 6.5293 -1.3311
N -2.6320 2.9301 -2.0339
C -3.2855 1.8868 -2.6249
C -2.7163 0.7840 -2.0945
N -1.7271 1.1130 -1.2161
C -1.6749 2.4179 -1.2061
H -3.7714 6.4194 -4.6632
H -3.3586 4.0770 -4.3337
H -2.6829 4.7967 -0.1405
H -3.0402 7.2164 -0.5089
H -4.1286 2.0044 -3.2973
H -2.9706 -0.2222 -2.3043
H -0.9898 3.0522 -0.6725
Te 0.3508 -0.2740 -3.3106
C 2.4086 -0.4507 -3.7878
C 3.3856 0.4978 -3.7434
C 4.6681 0.0263 -4.0558
C 4.6776 -1.3216 -4.3297
S 3.0836 -1.9488 -4.2377
H 3.1969 1.5312 -3.4891
H 5.5556 0.6380 -4.0417
H 5.4978 -1.9355 -4.6296
*
```

## Properties
HOMO level: -0.154 Ha
LUMO level: 1.6203 eV
total energy: -8525.175322 hartree
frontier orbital gap: 5.8 eV

---

2.
Molecular formula: C5H7P
Method: DFT, ωB97M-V/def2-TZVPD

The geometry in ORCA input format:
```
! wB97M-V def2-TZVPD RIJCOSX def2/J DEFGRID3
* xyz 0 1
P 2.6456 -0.5546 -0.0807
C 1.0259 0.2497 0.0788
C 0.5176 1.4592 0.1765
C -0.4407 0.2808 -0.0068
C -1.4216 -0.1849 -1.0160
C -1.6154 -0.5381 0.4570
H 2.6195 -1.1971 1.0471
H 3.1776 0.5961 0.7217
H 0.7420 2.4475 0.2224
H -2.1725 0.4326 -1.4458
H -1.2970 -1.1418 -1.7696
H -2.5530 -0.2398 0.9474
H -1.2281 -1.6097 0.6681
*
```

## Properties
HOMO level: -0.316 Ha
LUMO level: 0.9855 eV
energy above the lowest of the compared OMol25 structures with the same formula, charge and spin: 3.7971 eV
total energy: -535.874974 hartree
SMILES: PC1=CC12CC2
frontier orbital gap: 9.6 eV

---

3.
Molecular formula: C4H6N2
Method: DFT, ωB97M-V/def2-TZVPD

The geometry in ORCA input format:
```
! wB97M-V def2-TZVPD RIJCOSX def2/J DEFGRID3
* xyz 0 1
N 2.8902 -0.6297 0.0084
C 1.7166 -0.6333 0.3747
C 0.4937 -0.5717 0.8472
C -0.4968 0.4660 0.4295
C -1.0447 0.5314 -0.9470
N -1.8404 -0.0275 0.1408
H 3.0764 -1.1989 -0.8172
H 0.1910 -1.3100 1.5840
H -0.4266 1.4173 0.9589
H -0.7111 -0.1933 -1.6855
H -1.3104 1.5081 -1.3475
H -2.5379 0.6417 0.4538
*
```

## Properties
HOMO level: -0.327 Ha
LUMO level: 0.9970 eV
energy above the lowest of the compared OMol25 structures with the same formula, charge and spin: 2.6466 eV
total energy: -265.438310 hartree
SMILES: N=C=C[C@H]1CN1
frontier orbital gap: 9.9 eV

---

4.
Molecular formula: C2HO3S
Method: DFT, ωB97M-V/def2-TZVPD

The geometry in ORCA input format:
```
! wB97M-V def2-TZVPD RIJCOSX def2/J DEFGRID3
* xyz -1 3
C 0.8551 1.5563 -0.0125
C 0.5500 0.0241 -0.3031
O 1.4026 2.4217 0.4496
O -0.8191 -1.6617 0.8902
O -1.4541 -1.1877 -1.4299
S -1.3953 -0.4904 -0.0825
H 0.8607 -0.6624 0.4881
*
```

## Properties
HOMO level (alpha / beta): -0.082 / -0.155 Ha
LUMO level (alpha / beta): 3.9135 / 2.4973 eV
energy above the lowest of the compared OMol25 structures with the same formula, charge and spin: 1.9500 eV
total energy: -700.559250 hartree
frontier orbital gap (alpha / beta): 6.1 / 6.7 eV

---

5.
Molecular formula: C44H86ClFN5O3P
Method: DFT, ωB97M-V/def2-TZVPD

The geometry in ORCA input format:
```
! wB97M-V def2-TZVPD RIJCOSX def2/J DEFGRID3
* xyz 0 1
C 5.9865 0.1504 -2.4350
C 5.4021 -1.1815 -3.2092
C 5.4141 -2.4877 -2.1772
C 4.3375 -3.6653 -2.6874
C 4.6783 -3.9620 -4.2199
C 2.8853 -3.2253 -2.1857
C 2.6476 -3.3265 -0.5276
P 4.0160 -4.0057 0.6819
N 3.2592 -4.9421 2.0051
O 4.8344 -2.6885 1.4763
C 1.2427 -2.8743 0.1982
C -0.0217 -2.2942 -0.6733
C -1.3914 -1.8739 0.1223
C -1.5886 -0.2185 0.2625
F -2.6220 -2.5711 -0.3337
C 0.1573 -2.1788 -2.2948
C 1.5922 -2.6729 -3.0095
C 1.6163 -2.5574 -4.6231
O 1.9067 -3.4519 -5.5545
C 0.9424 -1.1455 -5.2275
C -0.3643 -0.6982 -4.5920
C -1.0469 0.6292 -5.2647
Cl -1.8097 0.0891 -6.9003
C -2.0627 1.4758 -4.3105
C -1.1711 2.4503 -3.2927
C -1.0184 -1.5641 -3.3153
O -2.3255 -1.7661 -3.1848
H 6.7595 -0.1540 -1.5839
H 6.5909 0.8283 -3.1872
H 5.0989 0.8007 -1.9769
H 4.2803 -0.9390 -3.5127
H 6.0326 -1.3865 -4.2011
H 5.1587 -2.0617 -1.1201
H 6.5026 -2.9671 -2.0903
H 4.6661 -4.6263 -2.0565
H 4.2067 -4.9553 -4.6817
H 4.4326 -3.0911 -4.9980
H 5.8562 -4.1202 -4.3216
H 2.9850 -4.2334 2.7322
H 2.4407 -5.5062 1.6798
H 4.6473 -1.8235 0.9842
H 1.1535 -2.9500 1.3845
H -1.2300 -2.2352 1.2497
H -0.5518 0.3458 0.3209
H -2.3014 0.1905 -0.5757
H -2.1323 -0.0615 1.3138
H 1.3929 -0.5399 -6.1224
H -0.1632 1.3626 -5.5768
H -2.6374 2.2446 -5.0211
H -2.8881 0.8591 -3.7610
H -1.9238 2.9883 -2.5721
H -0.4084 1.7372 -2.7635
H -0.6025 3.2206 -4.0015
C -5.3115 3.7954 -2.4366
C -5.8811 2.4990 -1.8677
N -5.3275 2.1301 -0.5619
C -5.6594 0.7596 -0.1584
C -7.1292 0.4338 0.0875
C -5.4356 3.1346 0.4992
C -6.8316 3.6309 0.8623
H -4.2187 3.7571 -2.4927
H -5.6937 3.9551 -3.4504
H -5.6006 4.6653 -1.8404
H -5.6451 1.7062 -2.5888
H -6.9723 2.5774 -1.8354
H -5.0847 0.4947 0.7378
H -5.2890 0.0785 -0.9360
H -7.4817 0.8484 1.0337
H -7.2583 -0.6526 0.1503
H -7.7776 0.7910 -0.7169
H -4.8314 4.0046 0.2114
H -4.9482 2.7619 1.4070
H -7.4444 3.8485 -0.0163
H -6.7518 4.5590 1.4384
H -7.3644 2.9134 1.4898
C 5.0401 -7.8461 -1.9999
C 4.3154 -8.3177 -3.2573
N 5.2046 -8.5766 -4.3930
C 4.4885 -8.7496 -5.6614
C 3.5588 -9.9522 -5.7874
C 6.2984 -9.5234 -4.1618
C 5.9291 -10.9315 -3.7059
H 5.6516 -6.9610 -2.2034
H 4.3096 -7.5787 -1.2289
H 5.6823 -8.6260 -1.5814
H 3.6108 -7.5230 -3.5334
H 3.7128 -9.1969 -3.0084
H 5.2109 -8.7743 -6.4868
H 3.8940 -7.8440 -5.8410
H 4.1162 -10.8812 -5.9206
H 2.9244 -9.8340 -6.6731
H 2.8948 -10.0604 -4.9256
H 6.9741 -9.0914 -3.4124
H 6.9156 -9.5970 -5.0642
H 5.1680 -10.9356 -2.9214
H 6.8159 -11.4286 -3.2981
H 5.5760 -11.5453 -4.5372
C 0.2522 4.2328 3.9256
C 0.3742 4.5083 2.4296
N -0.6022 3.7844 1.6112
C -0.3013 3.8284 0.1763
C -0.3508 5.1884 -0.5126
C -2.0129 3.9763 1.9573
C -2.5577 5.4010 1.9357
H 0.3114 3.1602 4.1371
H 1.0703 4.7256 4.4616
H -0.6843 4.6191 4.3375
H 1.3841 4.1989 2.1321
H 0.3170 5.5888 2.2642
H -0.9674 3.1386 -0.3567
H 0.7040 3.4123 0.0282
H -1.3775 5.5245 -0.6693
H 0.1127 5.1148 -1.5030
H 0.1911 5.9590 0.0421
H -2.1792 3.5656 2.9614
H -2.6371 3.3517 1.3086
H -1.8844 6.1182 2.4121
H -3.5072 5.4381 2.4807
H -2.7634 5.7391 0.9179
C -2.1599 7.2409 10.4294
C -2.8846 6.7693 9.1719
N -1.9954 6.5104 8.0362
C -2.7115 6.3374 6.7678
C -3.6412 5.1348 6.6419
C -0.9016 5.5636 8.2675
C -1.2709 4.1555 8.7234
H -1.5484 8.1259 10.2259
H -2.8904 7.5083 11.2003
H -1.5177 6.4609 10.8479
H -3.5892 7.5640 8.8958
H -3.4872 5.8901 9.4208
H -1.9891 6.3127 5.9425
H -3.3060 7.2429 6.5883
H -3.0838 4.2057 6.5087
H -4.2756 5.2530 5.7561
H -4.3052 5.0265 7.5036
H -0.2259 5.9955 9.0168
H -0.2844 5.4900 7.3651
H -2.0320 4.1514 9.5079
H -0.3841 3.6583 9.1311
H -1.6240 3.5417 7.8921
*
```

## Properties
HOMO level: -0.296 Ha
LUMO level: -1.7657 eV
total energy: -3128.385843 hartree
SMILES: CCC[C@H](C)c1c(P(N)O)cc([C@@H](C)F)c2c1C(=O)C=C([C@@H](Cl)CC)C2=O.CCN(CC)CC.CCN(CC)CC.CCN(CC)CC.CCN(CC)CC
frontier orbital gap: 6.3 eV

---

6.
Molecular formula: C2H3I3O
Method: DFT, ωB97M-V/def2-TZVPD

The geometry in ORCA input format:
```
! wB97M-V def2-TZVPD RIJCOSX def2/J DEFGRID3
* xyz 0 1
C 0.5255 1.3791 0.9496
C -0.4818 0.5443 0.8994
O -0.1939 -1.7324 -1.8093
I 2.1600 1.0193 2.1934
I -0.8927 -0.8949 2.3363
I -2.0190 0.8851 -0.4274
H -0.2937 -1.2362 -2.6427
H 0.6057 2.2703 0.3695
H 0.5898 -2.2345 -1.8688
*
```

## Properties
HOMO level: -0.325 Ha
LUMO level: 0.0550 eV
energy above the lowest of the compared OMol25 structures with the same formula, charge and spin: 0.4804 eV
total energy: -1046.282288 hartree
frontier orbital gap: 8.9 eV

---

7.
Molecular formula: C3H2LuO3
Method: DFT, ωB97M-V/def2-TZVPD

The geometry in ORCA input format:
```
! wB97M-V def2-TZVPD RIJCOSX def2/J DEFGRID3
* xyz 1 1
H -0.3239 1.1420 1.5349
O -1.5495 0.8646 -0.1261
C -0.2897 0.8989 0.4533
C 0.4555 -0.3888 0.2103
C 1.5926 -0.5832 -0.7102
O -0.3008 -1.4867 0.5074
O 1.9653 -0.8421 -1.7962
Lu -2.2384 -1.0883 -0.2065
H 0.6888 1.4836 0.1332
*
```

## Properties
HOMO level (alpha / beta): -0.415 / -0.415 Ha
LUMO level (alpha / beta): -6.9719 / -6.9717 eV
energy above the lowest of the compared OMol25 structures with the same formula, charge and spin: 2.9310 eV
total energy: -1576.369338 hartree
frontier orbital gap (alpha / beta): 4.3 / 4.3 eV

---

8.
Molecular formula: C17H18BEuN7O3S
Method: DFT, ωB97M-V/def2-TZVPD

The geometry in ORCA input format:
```
! wB97M-V def2-TZVPD RIJCOSX def2/J DEFGRID3
* xyz 0 8
H 1.0674 -0.4504 2.7123
N 1.4218 -1.2835 0.7996
B 2.1823 -2.7170 -1.1505
N 2.1243 -2.3853 0.3758
C 2.6901 -3.0115 1.4267
Eu 0.6119 1.1851 -0.9356
H 3.3107 -3.8842 1.2976
C 2.3740 -2.2835 2.5857
H 2.6806 -2.4761 3.6033
C 1.5617 -1.2169 2.1277
H 2.8360 -3.7012 -1.3149
C -0.4525 2.1748 -2.7042
H -0.0608 3.0939 -2.1840
H -1.5128 1.8917 -2.5843
H 0.0418 1.6015 -3.5140
N 2.6598 -1.4231 -1.7805
N 0.7165 -2.9586 -1.6036
N 2.0446 -0.1890 -1.6228
N -0.2051 -1.9378 -1.5603
C 3.7718 -1.3250 -2.5332
C 0.1410 -4.0967 -2.0499
H 4.3799 -2.1887 -2.7584
H 0.7238 -4.9894 -2.2049
C 3.9875 0.0008 -2.9151
C -1.2050 -3.8423 -2.2913
C 2.9284 0.6821 -2.3224
C -1.3745 -2.4801 -1.9338
H 4.8054 0.3793 -3.5349
H -1.9480 -4.5217 -2.6785
H 2.6065 1.6739 -2.3444
H -2.2828 -1.9086 -1.9037
H 1.6665 1.4575 0.7454
O -2.1538 0.5419 -0.3473
C -1.9576 1.1777 0.7293
N -0.7206 1.3291 1.2513
S -0.5263 2.2662 2.6022
O -0.1638 1.3181 3.6790
O 0.2993 3.4149 2.2736
C -2.2434 2.6051 2.5772
C -2.8760 3.5311 3.3716
C -4.2060 3.8391 3.1451
C -4.8830 3.1723 2.1409
C -4.2426 2.2266 1.3646
C -2.8988 1.9599 1.5521
H -2.3326 4.0298 4.1457
H -4.7147 4.5889 3.7280
H -5.9106 3.4247 1.9525
H -4.7623 1.7045 0.5851
*
```

## Properties
HOMO level (alpha / beta): -0.301 / -0.299 Ha
LUMO level (alpha / beta): -1.4364 / -2.8702 eV
energy above the lowest of the compared OMol25 structures with the same formula, charge and spin: 3.2071 eV
total energy: -2400.837007 hartree
frontier orbital gap (alpha / beta): 6.8 / 5.3 eV